Entry from the Open Molecules 2025 dataset: a 9-piece molecular cluster, C20H58O9 overall in a non-equilibrium geometry (ωB97M-V/def2-TZVPD).

**ΔE to the lowest compared entry with this formula, charge and spin**: 2.1145 eV
**DFT total energy**: -40105.1545 eV
**SMILES**: CC(C)O.CC(C)O.CCO.CCO.CCO.CCO.CCO.CCO.CCO
**Lowest unoccupied orbital energy**: 0.026 Ha

The geometry in ORCA input format:
```
! wB97M-V def2-TZVPD RIJCOSX def2/J DEFGRID3
* xyz 0 1
C 11.670 9.732 5.298
C 10.302 9.468 5.955
C 9.821 8.024 6.059
O 10.354 9.913 7.348
H 11.610 9.184 4.363
H 12.502 9.387 5.897
H 11.879 10.760 5.049
H 9.573 10.065 5.412
H 9.604 7.622 5.055
H 8.990 7.887 6.709
H 10.660 7.371 6.340
H 10.727 10.794 7.342
C 8.786 10.273 12.874
C 7.781 11.225 13.487
C 6.587 10.464 14.150
O 8.484 11.917 14.462
H 8.333 9.614 12.108
H 9.159 9.523 13.565
H 9.628 10.869 12.508
H 7.359 11.909 12.758
H 6.265 9.699 13.424
H 5.676 11.166 14.306
H 6.838 9.847 14.994
H 8.121 12.762 14.663
C 12.471 12.236 12.960
C 11.680 13.233 13.810
O 10.392 13.402 13.242
H 13.317 12.060 13.562
H 12.719 12.864 12.191
H 11.993 11.286 12.751
H 12.231 14.139 13.627
H 11.563 13.066 14.922
H 9.944 12.637 13.565
C 12.123 15.629 10.458
C 11.415 16.423 11.622
O 12.336 17.155 12.406
H 13.003 15.107 10.755
H 12.613 16.408 9.807
H 11.415 15.087 9.895
H 10.854 15.788 12.267
H 10.667 17.110 11.056
H 12.818 17.729 11.832
C 5.973 11.782 7.469
C 6.276 10.368 7.794
O 7.394 10.171 8.542
H 5.123 11.828 6.794
H 6.840 12.235 7.075
H 5.807 12.197 8.457
H 6.283 9.737 6.869
H 5.387 9.908 8.257
H 8.196 10.174 8.030
C 9.567 6.763 11.026
C 9.962 8.035 10.251
O 10.722 7.606 9.139
H 10.423 6.066 10.918
H 8.674 6.248 10.750
H 9.337 6.910 12.106
H 10.593 8.635 10.881
H 9.064 8.580 10.043
H 10.982 8.309 8.578
C 6.397 16.208 13.779
C 7.474 15.877 14.759
O 8.109 14.669 14.445
H 6.851 16.350 12.739
H 5.799 17.118 13.914
H 5.713 15.367 13.677
H 7.058 15.738 15.750
H 8.117 16.731 14.831
H 8.922 14.705 13.942
C 7.447 14.977 10.304
C 8.291 13.874 9.659
O 9.642 13.827 10.171
H 8.044 15.854 10.312
H 7.327 14.772 11.383
H 6.475 15.110 9.831
H 8.374 14.150 8.632
H 7.832 12.828 9.820
H 9.588 13.418 11.041
C 13.122 11.169 8.838
C 12.056 12.116 9.289
O 11.132 12.522 8.214
H 13.952 11.233 9.583
H 13.613 11.462 7.858
H 12.812 10.171 8.794
H 12.398 13.061 9.739
H 11.486 11.578 10.077
H 10.334 12.851 8.691
*
```

Entry from the Open Molecules 2025 dataset: a 8-piece molecular cluster, C20H59ClN5O11 overall in a non-equilibrium geometry (ωB97M-V/def2-TZVPD).

**ΔE to the lowest compared entry with this formula, charge and spin**: 0.2397 eV
**DFT total energy**: -64184.7258 eV
**Lowest unoccupied orbital energy**: 0.088 Ha

The geometry in ORCA input format:
```
! wB97M-V def2-TZVPD RIJCOSX def2/J DEFGRID3
* xyz -1 1
Cl 1.321 1.291 -0.018
O 1.719 1.856 -1.289
O -0.088 1.502 0.177
O 1.601 -0.104 -0.009
O 2.103 1.961 0.999
O 1.734 4.757 1.768
H 1.385 3.853 1.740
H 2.261 4.785 2.572
O 2.900 3.883 -3.097
H 2.710 3.284 -2.360
H 2.544 4.734 -2.822
C -5.689 0.809 -1.877
C -5.402 -0.404 -0.999
C -3.897 -0.492 -0.688
O -3.629 -1.141 0.547
C -2.306 -0.999 0.999
N -6.197 -0.328 0.256
H -6.765 0.953 -2.012
H -5.311 0.678 -2.893
H -5.311 1.752 -1.485
H -5.651 -1.284 -1.596
H -3.451 0.513 -0.690
H -3.290 -0.984 -1.460
H -2.141 0.005 1.416
H -1.480 -1.090 0.284
H -2.194 -1.718 1.808
H -5.908 0.555 0.678
H -5.726 -1.031 0.828
C -0.250 1.158 -4.516
C -1.711 1.611 -4.282
C -1.712 2.135 -2.844
O -2.985 2.646 -2.477
C -2.955 3.259 -1.193
N -2.087 2.701 -5.179
H 0.403 1.987 -4.227
H -0.023 1.046 -5.577
H -0.016 0.267 -3.943
H -2.363 0.738 -4.322
H -0.943 2.898 -2.663
H -1.417 1.372 -2.108
H -2.148 4.001 -1.231
H -2.645 2.529 -0.441
H -3.891 3.774 -1.005
H -1.356 3.395 -5.248
H -2.917 3.106 -4.759
C 1.846 -4.085 4.169
C 1.135 -3.789 2.871
C -0.404 -3.753 3.037
O -0.815 -4.967 3.656
C -2.205 -5.077 3.703
N 1.601 -2.476 2.399
H 2.915 -4.251 4.043
H 1.486 -5.047 4.551
H 1.633 -3.335 4.931
H 1.362 -4.502 2.077
H -0.815 -3.748 2.018
H -0.756 -2.831 3.510
H -2.454 -6.053 4.132
H -2.679 -5.046 2.714
H -2.719 -4.353 4.350
H 0.951 -2.095 1.716
H 1.645 -1.802 3.154
C 4.101 -1.202 -3.056
C 4.499 0.027 -3.848
C 5.195 -0.288 -5.171
O 5.704 0.886 -5.771
C 6.294 0.564 -7.035
N 3.237 0.716 -4.153
H 3.323 -1.795 -3.532
H 3.666 -0.884 -2.105
H 4.944 -1.842 -2.773
H 5.169 0.730 -3.336
H 4.501 -0.764 -5.871
H 5.960 -1.020 -4.873
H 5.511 0.512 -7.794
H 6.840 -0.376 -6.965
H 6.945 1.412 -7.236
H 3.407 1.454 -4.838
H 2.861 1.273 -3.390
C 1.402 1.212 5.992
C 0.737 0.605 4.741
C -0.616 0.057 5.148
O -0.400 -1.153 5.896
C -1.613 -1.811 6.141
N 0.566 1.678 3.718
H 2.321 1.786 5.859
H 1.731 0.324 6.551
H 0.744 1.863 6.571
H 1.509 -0.108 4.430
H -1.207 -0.254 4.278
H -1.167 0.772 5.761
H -2.076 -2.113 5.194
H -2.371 -1.343 6.774
H -1.383 -2.765 6.623
H -0.229 1.291 3.202
H 1.348 1.549 3.078
*
```

Entry from the Open Molecules 2025 dataset: C20H60BaNO13 as an isolated structure in a non-equilibrium geometry (ωB97M-V/def2-TZVPD).

**DFT total energy**: -50506.3521 eV
**Lowest unoccupied orbital energy**: -0.150 Ha

The geometry in ORCA input format:
```
! wB97M-V def2-TZVPD RIJCOSX def2/J DEFGRID3
* xyz 1 1
Ba -2.683 1.961 20.154
N -1.980 4.092 23.349
O -2.899 4.535 24.042
O -2.236 3.660 22.183
O -0.797 4.109 23.768
C -5.414 1.285 24.035
C -3.968 0.976 23.764
O -3.750 0.429 22.416
H -6.008 0.363 24.062
H -5.853 1.971 23.315
H -5.506 1.691 25.047
H -3.675 0.180 24.455
H -3.311 1.819 23.943
H -4.165 -0.440 22.403
C 2.108 5.522 27.758
C 1.072 5.005 26.791
O 1.614 5.156 25.459
H 3.074 5.048 27.567
H 1.825 5.384 28.799
H 2.286 6.590 27.589
H 0.125 5.536 26.913
H 0.889 3.938 26.980
H 1.050 4.691 24.837
C -2.625 7.476 21.345
C -3.959 7.641 22.040
O -4.351 8.993 21.948
H -2.718 7.798 20.300
H -2.313 6.434 21.345
H -1.861 8.123 21.776
H -3.865 7.312 23.088
H -4.697 6.962 21.586
H -4.912 9.227 22.691
C 3.541 2.049 22.107
C 2.632 2.937 22.887
O 1.255 2.609 22.506
H 3.374 1.021 22.446
H 4.587 2.291 22.278
H 3.342 2.043 21.034
H 2.832 3.999 22.742
H 2.732 2.685 23.946
H 0.623 3.201 22.961
C -6.529 4.939 24.929
C -6.439 5.202 23.434
O -5.433 4.402 22.826
H -6.996 5.758 25.482
H -5.537 4.815 25.374
H -7.115 4.041 25.130
H -6.248 6.260 23.234
H -7.366 4.893 22.956
H -4.631 4.455 23.369
C 1.476 4.471 19.811
C 0.014 4.816 19.986
O -0.885 3.917 19.255
H 1.693 3.440 20.084
H 2.020 5.026 20.587
H 1.858 4.778 18.840
H -0.176 5.852 19.689
H -0.276 4.779 21.034
H -0.597 3.916 18.332
C -0.852 -1.375 20.927
C 0.017 -0.358 21.612
O -0.681 0.906 21.694
H -1.686 -1.667 21.572
H -0.271 -2.261 20.689
H -1.312 -0.991 20.006
H 0.928 -0.211 21.015
H 0.347 -0.690 22.598
H -0.027 1.601 21.966
C -5.418 2.659 28.154
C -4.011 2.806 27.636
O -3.403 1.526 27.543
H -6.059 2.097 27.471
H -5.853 3.652 28.299
H -5.427 2.170 29.129
H -3.482 3.493 28.310
H -4.042 3.295 26.650
H -2.567 1.608 27.047
C -0.575 -0.245 26.452
C -0.400 0.872 25.480
O -1.094 2.024 25.957
H -0.070 -1.145 26.084
H -1.629 -0.464 26.627
H -0.086 -0.062 27.411
H -0.712 0.588 24.464
H 0.673 1.107 25.365
H -0.934 2.789 25.385
C -1.795 7.884 24.584
C -2.821 7.677 25.680
O -2.738 6.400 26.259
H -0.769 7.727 24.900
H -1.906 8.843 24.073
H -1.984 7.132 23.798
H -3.840 7.859 25.321
H -2.629 8.388 26.487
H -2.839 5.732 25.564
*
```

Entry from the Open Molecules 2025 dataset: C20H60CuIO24S as an isolated structure in a non-equilibrium geometry (ωB97M-V/def2-TZVPD).

**ΔE to the lowest compared entry with this formula, charge and spin**: 0.8234 eV
**⟨S²⟩**: 0.754
**DFT total energy**: -134421.1323 eV
**Lowest unoccupied orbital energy (alpha / beta)**: 0.057 / 0.000 Ha

The geometry in ORCA input format:
```
! wB97M-V def2-TZVPD RIJCOSX def2/J DEFGRID3
* xyz -1 2
Cu -8.348 -12.642 -19.026
S -9.830 -15.189 -17.114
O -9.339 -14.018 -17.843
O -10.628 -16.072 -17.919
O -8.717 -15.905 -16.474
O -10.912 -14.700 -16.295
I -8.517 -10.634 -17.040
C -5.094 -9.198 -18.805
C -4.024 -8.690 -19.943
O -3.092 -9.746 -20.230
O -6.349 -8.539 -19.001
H -4.675 -8.915 -17.839
H -5.180 -10.279 -18.918
H -3.576 -7.768 -19.571
H -4.594 -8.439 -20.837
H -2.267 -9.278 -20.081
H -6.869 -8.741 -18.220
C -9.622 -11.526 -21.565
C -8.612 -10.498 -20.992
O -7.443 -11.220 -20.438
O -10.084 -12.319 -20.592
H -9.243 -12.076 -22.426
H -10.543 -10.984 -21.779
H -8.947 -9.786 -20.238
H -8.179 -9.945 -21.826
H -6.693 -10.633 -20.559
H -10.889 -12.641 -21.004
C -7.564 -5.000 -15.830
C -8.955 -4.522 -16.308
O -8.974 -4.016 -17.630
O -7.036 -5.985 -16.713
H -7.444 -5.120 -14.754
H -6.957 -4.138 -16.108
H -9.251 -3.680 -15.683
H -9.659 -5.353 -16.260
H -9.430 -3.172 -17.588
H -7.413 -5.767 -17.569
C -9.385 -13.833 -13.721
C -8.870 -13.122 -12.456
O -8.748 -14.120 -11.416
O -10.620 -14.384 -13.510
H -8.640 -14.445 -14.230
H -9.595 -13.000 -14.392
H -9.509 -12.285 -12.177
H -7.836 -12.789 -12.547
H -9.613 -14.476 -11.200
H -10.758 -14.875 -14.324
C -12.050 -10.409 -14.540
C -12.040 -9.370 -13.297
O -13.355 -8.713 -13.075
O -12.631 -11.710 -14.287
H -11.186 -10.553 -15.188
H -12.697 -9.922 -15.270
H -11.243 -8.664 -13.532
H -11.707 -9.947 -12.435
H -13.636 -9.099 -12.242
H -11.864 -12.243 -14.067
C -6.269 -8.542 -14.072
C -5.889 -10.037 -14.384
O -5.259 -10.556 -13.246
O -5.264 -7.765 -14.423
H -6.451 -8.247 -13.039
H -7.220 -8.357 -14.572
H -5.383 -10.175 -15.340
H -6.813 -10.601 -14.507
H -4.418 -10.112 -13.376
H -5.311 -7.466 -15.334
C -12.900 -9.680 -18.779
C -11.586 -9.019 -19.302
O -11.048 -8.176 -18.364
O -13.549 -10.504 -19.789
H -13.543 -8.809 -18.655
H -12.644 -10.169 -17.839
H -11.764 -8.429 -20.201
H -10.920 -9.805 -19.657
H -10.273 -8.569 -17.955
H -14.037 -9.948 -20.401
C -5.987 -14.604 -19.438
C -6.548 -14.212 -20.714
O -7.940 -14.152 -20.642
O -6.450 -13.682 -18.445
H -4.916 -14.430 -19.543
H -6.183 -15.656 -19.228
H -6.445 -15.108 -21.327
H -6.067 -13.409 -21.272
H -8.200 -14.518 -21.490
H -6.250 -14.188 -17.653
C -14.211 -14.101 -18.646
C -13.592 -13.130 -17.541
O -13.674 -13.865 -16.348
O -13.149 -14.957 -18.976
H -14.397 -13.522 -19.551
H -15.218 -14.494 -18.504
H -14.094 -12.162 -17.544
H -12.573 -12.762 -17.659
H -13.547 -13.217 -15.651
H -13.054 -14.872 -19.927
C -5.517 -15.746 -15.534
C -6.276 -16.873 -14.794
O -6.964 -17.707 -15.725
O -6.450 -14.669 -15.843
H -5.105 -16.162 -16.453
H -4.701 -15.277 -14.984
H -7.145 -16.610 -14.191
H -5.557 -17.529 -14.303
H -7.764 -17.208 -15.904
H -7.311 -15.027 -16.071
*
```